Record 1
The following is a quantum chemistry calculation of a structure of composition C23H28NOSSiTl, from the OMol25 dataset.

Computed properties:
Charge   +2
Energy above the lowest of the compared OMol25 structures with the same formula, charge and spin   0.3598 eV

The geometry in XYZ format:
```
56
C23H28NOSSiTl | the OMol25 dataset | ωB97M-V/def2-TZVPD
Tl -2.053 0.748 -1.907
O -2.186 -0.259 0.485
S -3.015 -0.590 1.682
C -3.738 1.045 2.219
C -2.715 2.009 2.701
C -1.908 2.695 1.793
C -0.977 3.612 2.240
C -0.835 3.858 3.599
C -1.615 3.161 4.512
C -2.538 2.231 4.070
C -1.791 -0.860 3.061
C -0.752 -1.828 2.623
C -1.089 -3.138 2.276
C -0.104 -4.037 1.913
C 1.229 -3.638 1.884
C 1.566 -2.330 2.206
C 0.582 -1.425 2.553
H -4.465 0.814 2.992
H -4.256 1.405 1.330
H -2.027 2.508 0.732
H -0.363 4.145 1.533
H -0.116 4.586 3.943
H -1.493 3.345 5.569
H -3.144 1.701 4.792
H -2.394 -1.251 3.880
H -1.340 0.090 3.345
H -2.124 -3.448 2.304
H -0.362 -5.053 1.665
H 2.001 -4.346 1.624
H 2.599 -2.021 2.203
H 0.844 -0.408 2.808
C 2.999 -0.570 -0.956
Si 1.719 0.683 -1.611
C 0.589 1.349 -0.231
C 2.480 2.207 -2.501
N 0.627 -0.042 -2.754
C 0.855 -0.717 -3.850
C -0.262 -1.305 -4.537
C -0.096 -1.945 -5.733
C 1.171 -2.031 -6.324
C 2.285 -1.480 -5.680
C 2.149 -0.869 -4.462
H 3.609 -0.135 -0.170
H 3.663 -0.927 -1.737
H 2.480 -1.433 -0.546
H 1.178 1.646 0.629
H -0.121 0.602 0.111
H 0.043 2.234 -0.555
H 3.051 2.791 -1.789
H 1.686 2.825 -2.905
H 3.128 1.913 -3.318
H -1.237 -1.243 -4.071
H -0.947 -2.382 -6.232
H 1.284 -2.524 -7.278
H 3.249 -1.534 -6.163
H 2.998 -0.429 -3.965
```

Record 2
The following is a quantum chemistry calculation of a structure of composition CrH18O9, from the OMol25 dataset.

Computed properties:
2S+1   4
Charge   +3
Energy above the lowest of the compared OMol25 structures with the same formula, charge and spin   0.7436 eV

The geometry in XYZ format:
```
28
CrH18O9 | the OMol25 dataset | ωB97M-V/def2-TZVPD
Cr -0.984 -8.044 -6.408
O -1.449 -9.738 -7.566
H -1.399 -9.793 -8.539
H -1.933 -10.534 -7.282
O -2.636 -8.688 -5.258
H -2.709 -8.614 -4.294
H -3.514 -8.980 -5.565
O 0.898 -8.808 -6.500
H 1.331 -9.061 -7.336
H 1.535 -9.025 -5.794
O -0.242 -7.761 -9.073
H 0.647 -7.609 -9.436
H -0.828 -7.633 -9.835
O -2.488 -7.101 -7.523
H -2.604 -6.140 -7.596
H -2.780 -7.454 -8.381
O 0.008 -6.245 -6.654
H 0.912 -6.045 -6.346
H -0.282 -5.451 -7.133
O -0.357 -7.853 -4.426
H -0.114 -6.953 -4.132
H -0.219 -8.431 -3.654
O -0.658 -10.725 -5.009
H -0.450 -11.199 -4.187
H -0.649 -11.420 -5.679
O -2.248 -5.801 -5.014
H -2.584 -5.049 -5.522
H -2.917 -5.920 -4.323
```

Record 3
The following is a quantum chemistry calculation of a cluster of 4 separate species, C12H16F3N6O8 in total, from the OMol25 dataset.

Computed properties:
Electronic energy   -1696.9797 hartree
Charge   -1

The geometry in XYZ format:
```
45
C12H16F3N6O8 | the OMol25 dataset | ωB97M-V/def2-TZVPD
O 4.776 2.871 0.062
C 4.004 3.660 -0.611
O 4.245 5.002 -0.792
C 2.667 2.997 -1.205
C 2.317 1.625 -0.948
C 0.930 1.046 -1.549
O 0.839 -0.111 -2.042
C -0.308 2.094 -1.497
C -1.790 1.646 -1.101
O -2.680 1.574 -2.270
C -4.045 1.688 -1.852
F -4.361 3.088 -1.710
F -4.313 1.027 -0.628
F -4.920 1.151 -2.837
C 0.051 3.453 -1.796
C 1.602 3.786 -2.138
O 1.952 4.555 -3.070
H 3.021 1.002 -0.305
H -2.194 2.456 -0.382
H -1.747 0.645 -0.532
H -0.732 4.287 -1.763
C -3.620 -2.459 1.041
O -2.761 -1.722 1.503
N -4.900 -2.053 0.842
N -3.370 -3.741 0.688
H -5.621 -2.640 0.463
H -5.123 -1.104 1.093
H -2.430 -4.079 0.820
H -4.060 -4.362 0.306
C -0.887 -6.277 -0.928
O -2.015 -5.859 -0.715
N -0.376 -6.397 -2.177
N -0.048 -6.657 0.066
H 0.547 -6.737 -2.374
H -0.970 -6.124 -2.943
H -0.391 -6.582 1.010
H 0.882 -7.002 -0.088
C 4.150 2.640 3.703
O 3.371 1.721 3.493
N 3.990 3.513 4.732
N 5.237 2.869 2.933
H 4.616 4.273 4.923
H 3.191 3.376 5.330
H 5.391 2.244 2.156
H 5.885 3.618 3.090
```

Record 4
The following is a quantum chemistry calculation of a structure of composition C30H33F5N6O3P2W, from the OMol25 dataset.

Computed properties:
Charge   +2
Energy above the lowest of the compared OMol25 structures with the same formula, charge and spin   0.0000 eV

The geometry in XYZ format:
```
80
C30H33F5N6O3P2W | the OMol25 dataset | ωB97M-V/def2-TZVPD
W 0.027 0.146 0.443
O 3.466 2.540 1.763
C 4.162 2.598 0.599
C 5.432 3.160 0.653
C 6.212 3.231 -0.485
C 5.743 2.736 -1.703
C 4.494 2.165 -1.763
C 3.679 2.087 -0.624
C 2.391 1.417 -0.706
O 1.535 1.583 0.282
N 2.088 0.662 -1.734
N 0.869 0.089 -1.544
C 0.304 -0.549 -2.506
C -1.025 -0.986 -2.235
C -1.818 -1.604 -3.192
C -3.135 -1.894 -2.898
C -3.628 -1.520 -1.657
C -2.783 -0.910 -0.755
N -1.486 -0.662 -0.997
H 2.555 2.279 1.545
H 5.781 3.547 1.601
H 7.193 3.682 -0.428
H 6.355 2.806 -2.591
H 4.111 1.772 -2.696
H 0.778 -0.648 -3.476
H -1.394 -1.837 -4.159
H -3.768 -2.382 -3.626
H -4.657 -1.697 -1.380
H -3.163 -0.614 0.210
C -2.604 -0.396 3.243
P -1.772 0.795 2.148
C -1.072 1.965 3.356
C -3.133 1.713 1.374
C -4.403 1.817 1.931
C -5.379 2.570 1.293
C -5.093 3.226 0.106
C -3.828 3.131 -0.455
C -2.848 2.373 0.175
P -1.166 2.209 -0.472
C -1.366 2.283 -2.282
C -0.340 3.796 -0.135
H -3.192 0.141 3.986
H -1.864 -0.997 3.765
H -3.253 -1.060 2.675
H -1.870 2.382 3.971
H -0.549 2.774 2.850
H -0.366 1.436 3.993
H -4.645 1.313 2.857
H -6.368 2.644 1.726
H -5.858 3.812 -0.387
H -3.618 3.647 -1.384
H -1.768 3.254 -2.569
H -2.045 1.507 -2.633
H -0.394 2.172 -2.762
H -0.983 4.620 -0.443
H 0.594 3.839 -0.695
H -0.113 3.899 0.925
F -1.745 -2.321 1.172
C -0.393 -2.071 1.021
F -0.016 -2.796 -0.101
C 0.197 -2.885 2.201
F -0.373 -4.075 2.300
F 0.000 -2.231 3.363
F 1.519 -3.088 2.079
C 2.870 0.085 4.320
N 3.061 -0.504 2.991
C 4.221 -1.119 2.622
C 4.392 -1.611 1.379
C 3.328 -1.474 0.442
N 2.198 -0.861 0.826
C 2.084 -0.394 2.069
O 0.980 0.170 2.337
N 3.420 -1.945 -0.789
H 3.708 -0.201 4.949
H 1.948 -0.285 4.759
H 2.834 1.170 4.238
H 4.984 -1.187 3.384
H 5.313 -2.102 1.102
H 4.261 -2.396 -1.107
H 2.684 -1.773 -1.454
```

Record 5
The following is a quantum chemistry calculation of a cluster of 2 separate species, C2H7Cl2N2 in total, from the OMol25 dataset.

Computed properties:
Charge   +1
Energy above the lowest of the compared OMol25 structures with the same formula, charge and spin   0.0000 eV

The geometry in XYZ format:
```
13
C2H7Cl2N2 | the OMol25 dataset | ωB97M-V/def2-TZVPD
C 1.454 -1.069 0.082
C -2.268 0.248 -0.009
N -1.273 1.031 -0.096
N 1.339 0.466 -0.112
Cl -1.903 -1.405 0.054
Cl -3.958 0.610 0.039
H 0.851 -1.686 -0.545
H 2.540 -1.355 -0.049
H 1.208 -1.286 1.139
H -1.559 2.000 0.012
H 2.023 0.683 -0.786
H 1.199 0.957 0.790
H 0.347 0.806 -0.519
```

Record 6
The following is a quantum chemistry calculation of the molecule C5H8N2, from the OMol25 dataset.

Computed properties:
Charge   0
Energy above the lowest of the compared OMol25 structures with the same formula, charge and spin   5.9882 eV

The geometry in XYZ format:
```
15
C5H8N2 | the OMol25 dataset | ωB97M-V/def2-TZVPD
C 1.042 0.690 0.877
C 0.859 -0.825 -0.668
C -0.257 -0.073 -0.194
C -1.302 -0.791 0.619
C -0.695 0.790 -1.224
N 1.981 -1.153 -0.995
N -2.216 -0.201 1.259
H 2.166 -2.102 -1.313
H -2.169 0.814 1.121
H -1.256 -1.880 0.636
H 0.345 1.263 1.479
H 1.627 -0.016 1.465
H 1.646 1.334 0.246
H -0.020 1.336 -1.867
H -1.752 0.813 -1.440
```